Arrangement A

A cluster of 2 separate species, C6H11FO in total, computed with wB97M-V/def2-TZVPD.

Last column: Löwdin charge in e.
Positions of all 19 atoms, in Å:
C: -0.6018 -1.3393 -0.9338  -0.06
C: 0.5199 -0.4657 -0.3830  -0.34
C: 1.5815 -1.0855 0.4238  -0.09
C: 0.6969 0.8304 -0.6698  -0.37
C: 1.5485 1.6828 0.1539  -0.06
F: 0.0466 1.4876 -1.6175  0.07
H: -1.4185 -0.7419 -1.4340  0.07
H: -0.0818 -1.9770 -1.8290  0.13
H: -1.0628 -1.9942 -0.2038  0.06
H: 2.7183 -0.8985 0.0280  0.14
H: 1.4710 -2.1893 0.3352  0.08
H: 1.4797 -0.6132 1.4159  0.07
H: 1.3344 2.7851 0.1803  0.09
H: 1.3159 1.3918 1.3180  0.13
H: 2.6455 1.7572 0.1536  0.08
C: -3.0077 0.3470 0.7635  -0.17
O: -3.4078 -0.2755 -0.1471  0.00
H: -3.1123 1.4807 0.7735  0.10
H: -2.6656 -0.1826 1.6722  0.08

Results
SMILES	CC(C)=C(C)F.C=O
frontier orbital gap	9.2	eV
LUMO	0.74	eV


Arrangement B

The molecule C6H11FO, computed with wB97M-V/def2-TZVPD.

Last column: Löwdin charge in e.
Positions of all 19 atoms, in Å:
C: 0.0345 1.8746 -0.2882  -0.05
C: -0.1026 0.5210 0.3557  -0.32
C: -1.4665 -0.0570 0.2425  -0.28
F: -1.8327 -0.6787 1.4154  0.02
C: -1.3493 -1.0486 -0.9576  -0.10
O: -0.0098 -1.4854 -0.7943  -0.10
C: 0.8342 -0.4655 -0.2779  -0.35
C: 1.8109 -0.9901 0.8000  -0.03
H: 0.9626 2.4290 -0.1543  0.09
H: -0.1242 1.8328 -1.3340  0.07
H: -0.7291 2.6070 0.0727  0.09
H: 0.0906 0.6810 1.3507  0.12
H: -2.2179 0.8070 0.0123  0.17
H: -1.4899 -0.7335 -2.0104  0.13
H: -1.9982 -1.9429 -0.7342  0.14
H: 1.3807 -0.0712 -1.0684  0.12
H: 2.4169 -0.0656 1.1970  0.12
H: 2.4064 -1.8491 0.4099  0.08
H: 1.3833 -1.3648 1.7631  0.09

Results
SMILES	C[C@H]1[C@H](F)CO[C@@H]1C
frontier orbital gap	10.9	eV
LUMO	1.01	eV


Which structure wins on stability? arrangement B wins.


Arrangement A

The molecule CH5PS, computed with wB97M-V/def2-TZVPD.

Last column: Mulliken spin population.
Positions of all 8 atoms, in Å:
C: -0.7322 -0.3313 -0.2417  0.01
P: 0.3224 0.5473 0.9998  0.99
S: 2.2861 0.1617 -0.2816  0.97
H: -0.5984 0.0107 -1.2306  0.01
H: -1.8526 -0.0203 0.1063  0.00
H: -0.5903 -1.4246 -0.0220  0.00
H: -0.1838 1.6548 0.4602  0.05
H: 3.2517 0.6339 0.7285  -0.03

Results
⟨S²⟩	2.01
spin multiplicity	3
frontier orbital gap (spin up / spin down)	6.4 / 6.4	eV
LUMO (spin up / spin down)	0.74 / -3.04	eV


Arrangement B

A structure of composition CH5PS, computed with wB97M-V/def2-TZVPD.

Last column: Mulliken spin population.
Positions of all 8 atoms, in Å:
C: -0.5793 -0.2318 -0.3039  0.78
P: 0.7765 0.7366 -0.9764  0.03
S: -0.9119 0.5643 1.9405  1.21
H: -0.4063 -1.2229 -0.0982  -0.01
H: -1.7238 -0.0347 -0.5377  -0.01
H: 0.6342 -0.2172 -1.9786  0.03
H: 1.7528 -0.0577 -0.2836  0.01
H: 0.4579 0.4634 2.2380  -0.03

Results
⟨S²⟩	2.01
spin multiplicity	3
frontier orbital gap (spin up / spin down)	7.1 / 7.0	eV
LUMO (spin up / spin down)	0.74 / -2.72	eV


Which structure wins on stability? arrangement A wins.


Arrangement A

The ion C4H12NS2 with charge +1, computed with wB97M-V/def2-TZVPD.

Last column: Löwdin charge in e.
Positions of all 19 atoms, in Å:
C: 0.1708 2.7758 -2.7945  -0.18
C: -0.1516 1.9792 -1.5702  -0.57
S: -0.0848 0.1577 -1.9012  0.51
S: -0.8211 -0.6371 -0.1770  0.49
C: 0.5042 -0.6607 1.0725  -0.52
C: -0.0929 -1.4390 2.2546  -0.24
N: -0.3767 -2.8420 1.8359  0.19
H: -0.3792 2.5157 -3.7036  0.08
H: 1.1520 2.6139 -3.2801  0.08
H: 0.1047 3.8507 -2.6446  0.08
H: -1.1727 2.1018 -1.2171  0.06
H: 0.6137 2.1835 -0.8217  0.07
H: 1.3896 -1.2071 0.7293  0.09
H: 0.7895 0.3515 1.3474  0.09
H: 0.6194 -1.3454 3.0731  0.14
H: -0.9566 -0.8384 2.5526  0.13
H: -1.3744 -3.0437 1.8398  0.17
H: 0.0082 -3.0260 0.9102  0.15
H: 0.0580 -3.4904 2.4947  0.18

Results
SMILES	CCSSCC[NH3+]
frontier orbital gap	8.6	eV
total charge	+1
LUMO	-3.71	eV


Arrangement B

A cluster of 2 separate species, C4H12NS2 in total, computed with wB97M-V/def2-TZVPD.

Last column: Löwdin charge in e.
Positions of all 19 atoms, in Å:
C: 1.7171 -2.4642 -0.0409  -0.43
S: 0.8023 -1.7244 -1.4272  0.40
S: 2.3692 -0.9908 -2.5984  0.37
H: 2.3986 -3.2027 -0.4509  0.04
H: 0.9858 -2.9330 0.6138  0.04
H: 2.2590 -1.6978 0.5050  0.04
H: 2.7992 -0.0665 -1.7284  -0.19
C: -1.9466 0.8235 2.1398  -0.06
C: -1.3398 0.6071 0.7932  -0.12
C: -0.8670 1.5989 0.0591  -0.10
N: -0.2906 1.3651 -1.2751  0.16
H: -1.8747 1.8592 2.4580  0.08
H: -3.0007 0.5424 2.1186  0.09
H: -1.4619 0.1827 2.8753  0.09
H: -1.2979 -0.4154 0.4340  0.10
H: -0.8790 2.6358 0.3615  0.13
H: -0.0153 0.3545 -1.4078  0.02
H: -0.9321 1.6410 -2.0270  0.18
H: 0.5743 1.8846 -1.4026  0.16

Results
frontier orbital gap	9.6	eV
total charge	+1
LUMO	-3.31	eV


Which structure wins on stability? arrangement A wins.


Arrangement A

A cluster of 5 separate species, C2H13NO5 in total, computed with wB97M-V/def2-TZVPD.

Last column: Löwdin charge in e.
Positions of all 21 atoms, in Å:
C: -2.6155 -1.3429 0.0763  -0.07
N: -1.8961 -1.1570 -1.2019  -0.03
C: -0.7810 -1.8507 -1.5744  -0.39
O: 0.0371 -2.5950 -1.0710  0.02
H: -1.7868 -1.6711 0.7434  0.09
H: -3.3527 -2.1318 0.1321  0.07
H: -3.0427 -0.3437 0.3314  0.09
H: -2.5334 -0.9614 -1.9603  0.12
H: -0.4399 -1.5322 -2.5715  0.12
O: 1.3065 0.1579 1.8215  -0.04
H: 0.4636 -0.0603 1.4130  0.01
H: 1.7162 -0.7034 1.9275  0.05
O: 2.2816 2.8669 1.1606  -0.06
H: 1.5337 2.3433 1.4361  -0.02
H: 3.1138 2.4066 1.0503  0.03
O: 3.3265 0.0902 -1.8931  -0.06
H: 2.9424 0.9687 -1.8349  0.03
H: 2.9207 -0.3412 -1.1261  0.03
O: -1.3384 1.7921 1.3151  -0.06
H: -0.9477 2.6847 1.2669  0.06
H: -0.9079 1.3800 0.5590  0.02

Results
SMILES	CNC=O.O.O.O.O
frontier orbital gap	10.4	eV
LUMO	0.18	eV


Arrangement B

A cluster of 5 separate species, C2H13NO5 in total, computed with wB97M-V/def2-TZVPD.

Last column: Löwdin charge in e.
Positions of all 21 atoms, in Å:
C: -2.8026 -0.7553 -0.4622  -0.06
N: -2.3575 0.6359 -0.3706  -0.05
C: -1.6938 1.5019 -1.1863  -0.38
O: -1.3096 1.1275 -2.2685  0.00
H: -2.4948 -1.3245 -1.3001  0.07
H: -3.9059 -0.7028 -0.2661  0.10
H: -2.5330 -1.2147 0.4831  0.06
H: -2.4882 0.8889 0.5881  0.11
H: -1.6935 2.6019 -0.8555  0.15
O: 1.9381 -1.0246 -0.7309  -0.05
H: 1.1613 -1.3020 -0.2529  0.00
H: 1.4990 -0.7038 -1.5384  0.06
O: 3.3482 -0.8867 1.6725  -0.06
H: 2.8072 -1.5971 1.3254  0.01
H: 3.4547 -0.0753 1.1816  0.02
O: 1.9812 2.9528 -0.6559  -0.06
H: 1.9680 2.2694 0.0162  0.01
H: 2.6449 2.5210 -1.2227  0.04
O: 0.0748 -2.0276 1.8593  -0.06
H: 0.6722 -1.6296 2.5522  0.08
H: -0.2707 -1.2553 1.4317  0.00

Results
SMILES	CNC=O.O.O.O.O
frontier orbital gap	10.1	eV
LUMO	0.08	eV


Which structure wins on stability? arrangement A wins.


Arrangement A

A cluster of 5 separate species, CH12O4S2 in total, computed with wB97M-V/def2-TZVPD.

Last column: Löwdin charge in e.
Positions of all 19 atoms, in Å:
C: -1.1737 1.5258 -0.9423  -0.63
S: -1.8567 1.4225 0.6053  0.43
S: -3.1314 -0.3380 0.4565  0.35
H: -0.5583 2.6021 -1.0252  0.12
H: -1.8603 1.5568 -1.7921  0.02
H: -0.3123 0.7556 -1.2410  0.07
H: -2.3046 -1.3753 0.3885  -0.24
O: 5.0102 -0.0679 1.0675  -0.06
H: 4.0906 -0.1543 0.9052  -0.01
H: 5.4000 -0.3635 0.2078  0.06
O: 2.1257 -0.1730 -2.4600  -0.07
H: 1.9796 -1.0676 -2.0866  0.02
H: 2.4491 -0.5045 -3.2958  0.02
O: 1.1585 -2.6547 -0.5060  -0.08
H: 0.2310 -2.8368 -0.7567  0.05
H: 1.1742 -2.0399 0.2738  0.03
O: 1.0949 -0.0160 1.1535  -0.11
H: 0.9798 -0.5037 2.0218  0.09
H: 0.4689 0.7164 1.0239  -0.04

Results
SMILES	CSS.O.O.O.O
frontier orbital gap	9.3	eV
LUMO	-0.13	eV


Arrangement B

A cluster of 5 separate species, CH12O4S2 in total, computed with wB97M-V/def2-TZVPD.

Last column: Löwdin charge in e.
Positions of all 19 atoms, in Å:
C: 1.2509 -2.1723 0.3877  -0.49
S: 1.5064 -2.1468 -1.4460  0.39
S: 2.6078 -0.2826 -1.3457  0.34
H: 0.9985 -3.2019 0.6259  0.02
H: 2.1669 -1.9307 0.9149  0.02
H: 0.4374 -1.5056 0.6551  0.00
H: 1.4854 0.4471 -1.5627  -0.22
O: -1.9690 -0.2878 -0.9701  -0.07
H: -2.9214 -0.3827 -1.0146  0.05
H: -1.7887 -0.3780 -0.0043  0.02
O: -1.4576 0.1926 1.7324  -0.07
H: -0.7414 0.8529 1.7168  0.01
H: -2.2259 0.5938 2.1488  0.06
O: 0.7667 1.4327 0.9532  -0.11
H: 1.7203 1.5580 0.9599  0.04
H: 0.5384 1.6623 0.0094  -0.01
O: -0.3953 1.8716 -1.3147  -0.07
H: -0.9985 1.1158 -1.4592  0.02
H: -0.9808 2.5616 -0.9869  0.07

Results
SMILES	CSS.O.O.O.O
frontier orbital gap	9.2	eV
LUMO	0.34	eV


Which structure wins on stability? arrangement B wins.


Arrangement A

A cluster of 2 separate species, C8H13NO3 in total, computed with wB97M-V/def2-TZVPD.

Last column: Löwdin charge in e.
Positions of all 25 atoms, in Å:
C: 1.1375 0.7005 -0.3375  0.16
C: 0.6405 1.7411 -0.7712  -0.01
C: 0.1425 2.9737 -1.3288  -0.48
O: 0.7836 3.6682 -2.0918  0.09
N: -1.0970 3.3725 -0.8584  0.02
O: -1.9614 2.3795 -0.4199  -0.05
H: 1.5472 -0.1997 0.0213  0.05
H: -1.5650 4.0338 -1.4722  0.16
H: -2.0001 2.5029 0.5301  0.12
C: -0.9403 -0.0433 -1.4162  -0.16
C: -0.9056 -1.3992 -0.7129  -0.21
C: -0.1146 -1.3681 0.5625  -0.18
C: 0.9590 -2.1161 0.8185  -0.13
C: 1.7456 -2.0609 2.1009  -0.28
O: 1.1450 -1.2818 3.1127  -0.07
H: -1.5557 -0.0788 -2.3132  0.09
H: 0.0099 0.2173 -1.8139  0.04
H: -1.3774 0.6774 -0.7736  0.03
H: -1.9378 -1.7081 -0.4900  0.11
H: -0.4866 -2.1679 -1.3867  0.11
H: -0.4385 -0.6313 1.3129  0.13
H: 1.3117 -2.8277 0.0706  0.12
H: 1.9466 -3.0899 2.4545  0.12
H: 2.7272 -1.6130 1.9122  0.12
H: 0.2835 -1.6810 3.2901  0.09

Results
SMILES	C#CC(=O)NO.CC/C=C/CO
frontier orbital gap	9.4	eV
LUMO	0.48	eV


Arrangement B

The molecule C8H13NO3, computed with wB97M-V/def2-TZVPD.

Last column: Löwdin charge in e.
Positions of all 25 atoms, in Å:
C: -0.2294 -1.7717 2.1668  -0.10
N: -1.0568 -1.8869 0.9062  -0.20
C: -2.0907 -0.7910 0.7735  -0.11
C: -0.2185 -2.0654 -0.3392  -0.24
O: -0.1054 -3.3340 -0.8223  -0.04
C: 0.5248 -0.8889 -1.2035  -0.06
C: 1.3026 0.2475 -0.3151  -0.25
C: 1.5038 1.4564 -1.4533  -0.14
C: 0.1759 2.4258 -1.1699  -0.08
C: 0.1273 2.3704 0.4693  -0.23
O: -0.2319 3.2707 1.3902  0.00
O: 0.5893 0.9926 0.7340  -0.10
H: -0.0014 -2.8885 2.5198  0.11
H: 0.8242 -1.2689 2.0179  0.09
H: -0.8704 -1.2871 3.0309  0.11
H: -2.0544 -0.0329 1.6936  0.10
H: -2.0266 -0.1705 -0.2233  0.09
H: -3.1604 -1.2808 0.8086  0.10
H: -0.1705 -0.3384 -1.9844  0.13
H: 1.3597 -1.4352 -1.8586  0.15
H: 2.4250 -0.0058 -0.0785  0.17
H: 1.5205 1.1151 -2.5958  0.13
H: 2.3982 2.2004 -1.3028  0.12
H: 0.2137 3.5315 -1.5727  0.14
H: -0.7485 1.8356 -1.5916  0.12

Results
SMILES	CN(C)C(=O)C[C@H]1CCC(=O)O1
frontier orbital gap	9.4	eV
LUMO	0.25	eV


Which structure wins on stability? arrangement B wins.